Run w
ORCA calculation (wB97M-V/def2-TZVPD) on one molecule with the formula C17H19NO2S.

ORCA input file:
```
! RIJCOSX wB97M-V def2-TZVPD def2/J DEFGRID3
* xyz 0 1
S -3.76959 -1.79246 -0.26393
O -0.41873 -1.16030 0.03165
O 1.59868 1.38282 -1.57373
N -0.73139 -0.07266 -1.92718
C 0.47376 -0.56163 -2.54755
C -1.95332 1.81504 0.15498
C 3.40320 -0.75648 0.84789
C 2.87480 -0.32173 -0.36210
C -2.17125 0.46966 -0.11734
C 4.13946 -2.06071 0.90520
C -1.02472 -0.34709 -0.63519
C -3.42965 -0.07646 0.11056
C 1.99355 1.63439 0.71532
C 1.48859 0.58276 -2.72563
C 2.52082 1.20567 1.91474
C -2.97725 2.60551 0.64620
C 3.21831 0.01169 1.98630
C -4.45890 0.72153 0.58608
C 2.15976 0.86355 -0.43373
C -4.23229 2.05900 0.85787
C -2.95696 -2.57060 1.16670
H 4.80033 -2.17253 0.04757
H 0.86472 -1.32796 -1.87447
H 1.45179 2.56472 0.64329
H -2.79732 3.64908 0.85688
H 4.72838 -2.13555 1.81577
H 2.38258 1.80432 2.80299
H -0.97253 2.23255 -0.02023
H -3.42586 -2.21197 2.07847
H 3.61913 -0.32347 2.93144
H 2.46027 0.18138 -3.03884
H -5.43350 0.28337 0.73775
H 0.25174 -1.00729 -3.52143
H -5.03608 2.67413 1.23395
H -1.22920 0.67207 -2.39029
H 3.42716 -2.88581 0.89010
H -1.89773 -2.33289 1.14863
H 1.13432 1.27362 -3.49733
H 3.03618 -0.93028 -1.23907
H -3.11129 -3.63898 1.05770
*
```

## Properties
LUMO: 0.748 eV
frontier orbital gap: 9.16 eV

Need the natural (NBO) charges? In units of e they are: number 1, S, carries 0.2011; number 2, O, carries -0.6217; number 3, O, carries -0.5213; number 4, N, carries -0.6089; number 5, C, carries -0.2653; number 6, C, carries -0.2088; number 7, C, carries 0.0256; number 8, C, carries -0.3301; number 9, C, carries -0.0737; number 10, C, carries -0.6297; number 11, C, carries 0.6711; number 12, C, carries -0.1694; number 13, C, carries -0.2890; number 14, C, carries -0.0723; number 15, C, carries -0.1818; number 16, C, carries -0.2082; number 17, C, carries -0.2406; number 18, C, carries -0.2117; number 19, C, carries 0.3933; number 20, C, carries -0.2031; number 21, C, carries -0.7321; number 22, H, carries 0.2138; number 23, H, carries 0.2421; number 24, H, carries 0.2134; number 25, H, carries 0.2162; number 26, H, carries 0.2154; number 27, H, carries 0.2122; number 28, H, carries 0.2206; number 29, H, carries 0.2112; number 30, H, carries 0.2067; number 31, H, carries 0.1807; number 32, H, carries 0.2267; number 33, H, carries 0.2039; number 34, H, carries 0.2162; number 35, H, carries 0.3988; number 36, H, carries 0.2238; number 37, H, carries 0.2542; number 38, H, carries 0.1899; number 39, H, carries 0.2074; number 40, H, carries 0.2230

Run x
ORCA calculation (wB97M-V/def2-TZVPD) on one molecule with the formula C17H19NO2S.

ORCA input file:
```
! RIJCOSX wB97M-V def2-TZVPD def2/J DEFGRID3
* xyz 0 1
S 2.79121 -2.23200 0.97344
O -1.97337 -2.07472 -0.47932
O -6.64119 0.03959 -0.67430
N -0.71340 -0.31712 0.16296
C -6.71407 -0.94460 -1.67999
C 4.93543 -1.25382 -0.34321
C -3.10669 -0.15813 0.35400
C 5.57353 1.06339 -0.53136
C 5.80338 -0.28197 -0.79744
C 6.52447 2.11706 -1.01056
C 3.58189 0.43678 0.68518
C 3.81430 -0.90084 0.40080
C 0.55264 -0.96750 -0.06709
C -4.28663 1.46779 1.66123
C 4.45263 1.40282 0.21435
C -4.27805 -0.44159 -0.34257
C -3.11246 0.79272 1.36683
C 1.16748 -1.45728 1.24270
C -5.45240 0.23865 -0.05008
C -1.89906 -0.95327 -0.01738
C -5.44382 1.20545 0.95888
H 0.36248 -1.82331 -0.71951
H -4.23031 -1.20514 -1.10253
H 6.00264 3.05016 -1.21084
H 7.27949 2.31094 -0.24765
H 5.11572 -2.29619 -0.55671
H -6.36216 1.72634 1.17845
H 2.73334 0.74143 1.27825
H -4.29798 2.20441 2.45076
H -6.46102 -1.93507 -1.29025
H 1.23365 -0.27451 -0.57083
H 4.25647 2.44185 0.43917
H 0.55353 -2.24676 1.67561
H 7.03538 1.79586 -1.91510
H 6.67034 -0.57150 -1.37347
H -0.70442 0.61089 0.55285
H -2.22681 0.99069 1.95284
H -6.05645 -0.70658 -2.52174
H 1.26913 -0.65257 1.97206
H -7.74886 -0.94236 -2.01845
*
```

## Properties
LUMO: 0.633 eV
frontier orbital gap: 8.69 eV

Need the natural (NBO) charges? In units of e they are: number 1, S, carries 0.2522; number 2, O, carries -0.6205; number 3, O, carries -0.4904; number 4, N, carries -0.6097; number 5, C, carries -0.2539; number 6, C, carries -0.2187; number 7, C, carries -0.0403; number 8, C, carries 0.0561; number 9, C, carries -0.2247; number 10, C, carries -0.6446; number 11, C, carries -0.2460; number 12, C, carries -0.1731; number 13, C, carries -0.2472; number 14, C, carries -0.1895; number 15, C, carries -0.2167; number 16, C, carries -0.2915; number 17, C, carries -0.2596; number 18, C, carries -0.5299; number 19, C, carries 0.3126; number 20, C, carries 0.6427; number 21, C, carries -0.2444; number 22, H, carries 0.2437; number 23, H, carries 0.2410; number 24, H, carries 0.2150; number 25, H, carries 0.2195; number 26, H, carries 0.2204; number 27, H, carries 0.2255; number 28, H, carries 0.2071; number 29, H, carries 0.2162; number 30, H, carries 0.1814; number 31, H, carries 0.2074; number 32, H, carries 0.2061; number 33, H, carries 0.2426; number 34, H, carries 0.2156; number 35, H, carries 0.2105; number 36, H, carries 0.3949; number 37, H, carries 0.2057; number 38, H, carries 0.1785; number 39, H, carries 0.2056; number 40, H, carries 0.2008

The structure with the least stability is run w.

Run w
ORCA calculation (wB97M-V/def2-TZVPD) on a 2-piece molecular cluster, C7H15N overall.

ORCA input file:
```
! RIJCOSX wB97M-V def2-TZVPD def2/J DEFGRID3
* xyz 0 1
N -0.15596 -1.34324 1.35929
C -0.47938 -2.41855 -0.78266
C 1.14105 -0.56702 -0.49184
C 0.55327 2.58886 0.57315
C -1.33842 -0.08655 -0.43432
C -0.21777 -1.08098 -0.07677
C 0.10101 2.75612 1.79784
C 1.46552 -0.11506 -1.68853
H 1.44630 2.01411 0.35703
H 0.58947 2.30997 2.64932
H 2.46518 0.22093 -1.91294
H 0.07077 3.04291 -0.27874
H -1.44471 -2.82190 -0.48420
H 0.75703 -0.05559 -2.49826
H -0.78173 3.34206 2.01436
H -1.24495 0.81366 0.16925
H -2.31270 -0.53954 -0.25185
H -0.47019 -2.28836 -1.86039
H -1.04021 -1.72506 1.68358
H 1.88621 -0.63052 0.28834
H -1.28509 0.19016 -1.48487
H 0.00299 -0.47398 1.85907
H 0.29230 -3.13245 -0.50587
*
```

## Properties
LUMO: 1.036 eV
frontier orbital gap: 10.26 eV

Need the natural (NBO) charges? In units of e they are: number 1, N, carries -0.8337; number 2, C, carries -0.5947; number 3, C, carries -0.1604; number 4, C, carries -0.3786; number 5, C, carries -0.6169; number 6, C, carries 0.0484; number 7, C, carries -0.4006; number 8, C, carries -0.4099; number 9, H, carries 0.2024; number 10, H, carries 0.1901; number 11, H, carries 0.2015; number 12, H, carries 0.1943; number 13, H, carries 0.1995; number 14, H, carries 0.1883; number 15, H, carries 0.1936; number 16, H, carries 0.2210; number 17, H, carries 0.2022; number 18, H, carries 0.2091; number 19, H, carries 0.3554; number 20, H, carries 0.2082; number 21, H, carries 0.2039; number 22, H, carries 0.3568; number 23, H, carries 0.2200

Run x
ORCA calculation (wB97M-V/def2-TZVPD) on a 2-piece molecular cluster, C7H15N overall.

ORCA input file:
```
! RIJCOSX wB97M-V def2-TZVPD def2/J DEFGRID3
* xyz 0 1
N 1.14967 1.51912 -0.09590
C -1.07781 0.44828 1.86076
C -0.67430 1.76282 1.98256
C 0.83078 0.21197 -0.22984
C 1.92698 -0.50114 -2.34442
C -2.38508 0.06701 1.22613
C 1.02422 -0.72160 -1.16021
C 0.47442 -2.11243 -1.01266
H 1.42725 -0.79228 -3.27206
H -0.02016 2.03001 2.80283
H 0.41954 1.91538 0.78537
H 2.82221 -1.12273 -2.26348
H 2.23711 0.53802 -2.43098
H -0.67859 -0.27917 2.56105
H -2.73538 0.84212 0.54582
H -0.11230 -2.22056 -0.10077
H 1.28410 -2.84753 -0.98985
H -3.14826 -0.08412 1.99263
H -2.29127 -0.86078 0.65958
H -1.36472 2.54612 1.69219
H 1.04002 2.07191 -0.93989
H -0.16682 -2.37114 -1.86085
H 0.01838 -0.03927 0.59200
*
```

## Properties
LUMO: 0.879 eV
frontier orbital gap: 8.36 eV

Need the natural (NBO) charges? In units of e they are: number 1, N, carries -0.8190; number 2, C, carries -0.1341; number 3, C, carries -0.5476; number 4, C, carries 0.0285; number 5, C, carries -0.6306; number 6, C, carries -0.6497; number 7, C, carries -0.1002; number 8, C, carries -0.6119; number 9, H, carries 0.2057; number 10, H, carries 0.2269; number 11, H, carries 0.3695; number 12, H, carries 0.2093; number 13, H, carries 0.2081; number 14, H, carries 0.2144; number 15, H, carries 0.2160; number 16, H, carries 0.2044; number 17, H, carries 0.2029; number 18, H, carries 0.2279; number 19, H, carries 0.2210; number 20, H, carries 0.2159; number 21, H, carries 0.3728; number 22, H, carries 0.2009; number 23, H, carries 0.1687

The structure with the least stability is run x.

Run w
ORCA calculation (wB97M-V/def2-TZVPD) on a 2-piece molecular cluster, C7H15N overall.

ORCA input file:
```
! RIJCOSX wB97M-V def2-TZVPD def2/J DEFGRID3
* xyz 0 1
N -0.99096 -2.82824 2.04096
C 0.46789 3.02509 -0.32928
C 1.03377 -1.58840 1.66829
C -1.86623 -2.32264 1.29298
C -0.07046 -0.49869 -1.92467
C 0.04736 -1.95980 2.46669
C 0.72516 1.87805 -1.29488
C -0.08760 0.64133 -0.91176
H -1.12123 0.93823 -0.72003
H -0.24216 -0.12135 -2.93507
H 0.41026 2.13540 -2.31314
H 0.51939 2.63050 0.68901
H 1.21173 -2.06460 0.71218
H 1.21150 3.81977 -0.40485
H 0.29506 0.23745 0.03227
H 0.01295 -1.71848 3.52118
H -2.67885 -2.95914 0.94077
H -1.86613 -1.27770 0.97886
H 1.73213 -0.80801 1.93798
H 1.78682 1.62764 -1.34846
H 0.86850 -1.05329 -1.91375
H -0.51691 3.46227 -0.47335
H -0.88199 -1.19538 -1.71194
*
```

## Properties
LUMO: 1.001 eV
frontier orbital gap: 10.12 eV

Need the natural (NBO) charges? In units of e they are: number 1, N, carries -0.4027; number 2, C, carries -0.6037; number 3, C, carries -0.4646; number 4, C, carries -0.0370; number 5, C, carries -0.6047; number 6, C, carries -0.0376; number 7, C, carries -0.3938; number 8, C, carries -0.3985; number 9, H, carries 0.1884; number 10, H, carries 0.2011; number 11, H, carries 0.1906; number 12, H, carries 0.2001; number 13, H, carries 0.2045; number 14, H, carries 0.2090; number 15, H, carries 0.2032; number 16, H, carries 0.2040; number 17, H, carries 0.1721; number 18, H, carries 0.1547; number 19, H, carries 0.2075; number 20, H, carries 0.1956; number 21, H, carries 0.2025; number 22, H, carries 0.2036; number 23, H, carries 0.2056

Run x
ORCA calculation (wB97M-V/def2-TZVPD) on one molecule with the formula C7H15N.

ORCA input file:
```
! RIJCOSX wB97M-V def2-TZVPD def2/J DEFGRID3
* xyz 0 1
N -0.85536 1.56616 0.19268
C -1.63214 -1.06523 0.09323
C -0.26009 -0.65439 0.52065
C 1.60362 1.13375 0.20140
C 0.26240 0.68807 -0.19432
C 0.71720 -1.84942 0.30843
C 0.10039 0.51967 -1.67771
C -0.70834 2.69011 0.85165
H -1.52290 3.33818 1.09512
H -1.98676 -0.73551 -0.87904
H -1.62038 -2.15885 0.07133
H 0.48803 -2.61432 0.95664
H 2.28646 0.50859 -0.47525
H -0.81264 1.18965 -1.85061
H 0.26527 2.99842 1.34396
H 1.88202 2.15963 0.05655
H 1.86728 -1.65202 0.42845
H -2.49760 -0.73687 0.85496
H -0.24732 -0.51110 1.51806
H 0.91172 1.03515 -2.20118
H -0.02721 -0.49780 -2.12920
H 2.09626 0.82957 1.18737
H 0.42751 -2.26860 -0.69114
*
```

## Properties
LUMO: 0.954 eV
frontier orbital gap: 10.38 eV

Need the natural (NBO) charges? In units of e they are: number 1, N, carries -0.4012; number 2, C, carries -0.6102; number 3, C, carries -0.1990; number 4, C, carries -0.6532; number 5, C, carries 0.0564; number 6, C, carries -0.6080; number 7, C, carries -0.6351; number 8, C, carries -0.0770; number 9, H, carries 0.1779; number 10, H, carries 0.2243; number 11, H, carries 0.2018; number 12, H, carries 0.2056; number 13, H, carries 0.2231; number 14, H, carries 0.2466; number 15, H, carries 0.1413; number 16, H, carries 0.2243; number 17, H, carries 0.2088; number 18, H, carries 0.2190; number 19, H, carries 0.1965; number 20, H, carries 0.2127; number 21, H, carries 0.2237; number 22, H, carries 0.2234; number 23, H, carries 0.1983

The structure with the least stability is run x.